23
Properties=species:S:1:pos:R:3 method="wB97M-V/def2-TZVPD" gap_ev=8.11 smiles="CC1=COCO1.C1=NCCN1" e_tot_ev=-14526.3760 largest_force_ev_per_a=1.32 e_lumo_ev=0.9 relative_energy_ev=3.414
C 0.695 -2.761 1.481
C 0.328 -1.278 1.191
C 1.763 -1.880 -0.352
C -2.699 2.240 -0.294
C -1.244 2.001 -0.530
C -0.231 1.651 0.249
C 0.598 1.887 -1.802
H 1.162 -2.896 2.475
H -0.179 -3.425 1.424
H 0.571 -0.625 2.050
H -0.750 -1.148 0.998
H 2.440 -1.904 -1.210
H 2.095 -3.867 0.240
H -3.193 1.345 0.096
H -2.859 3.052 0.425
H -3.163 2.521 -1.246
H -0.188 1.434 1.300
H 1.156 2.775 -2.125
H 0.815 1.036 -2.463
N 1.092 -0.861 -0.003
N 1.635 -3.017 0.395
O 0.948 1.561 -0.470
O -0.792 2.160 -1.831

75
Properties=species:S:1:pos:R:3 method="wB97M-V/def2-TZVPD" gap_ev=8.57 e_tot_ev=-35891.9817 largest_force_ev_per_a=0.83 e_lumo_ev=0.7 relative_energy_ev=2.720
C 3.070 1.893 -0.470
C 4.238 1.281 -0.313
C 4.486 0.265 0.718
C 3.693 -0.800 0.914
C 2.548 -1.139 0.108
C 1.616 -2.059 0.385
C 0.451 -2.359 -0.505
C 0.295 -1.687 -1.866
H 0.539 -0.627 -1.802
H 0.946 -2.135 -2.616
C -1.197 -1.878 -2.204
H -1.625 -0.947 -2.568
H -1.325 -2.622 -2.990
C -1.886 -2.354 -0.904
H -1.938 -3.449 -0.940
C -3.338 -1.887 -0.693
C -3.615 -0.420 -0.845
C -4.349 0.275 0.010
C -4.838 1.692 -0.141
C -4.686 2.218 -1.566
H -3.642 2.300 -1.852
H -5.149 3.196 -1.665
H -5.181 1.539 -2.256
H -5.910 1.664 0.096
C -4.201 2.634 0.929
C -4.968 3.954 1.021
H -6.015 3.759 1.237
H -4.557 4.542 1.838
H -4.888 4.523 0.101
C -2.722 2.906 0.633
H -2.611 3.563 -0.223
H -2.270 3.388 1.497
H -2.195 1.975 0.437
O -4.327 2.045 2.216
H -3.749 1.275 2.253
H -4.695 -0.216 0.913
H -3.284 0.029 -1.770
C -4.253 -2.621 -1.685
H -4.159 -3.699 -1.571
H -3.992 -2.357 -2.707
H -5.291 -2.345 -1.513
H -3.630 -2.191 0.320
C -0.876 -2.013 0.210
C -0.926 -0.533 0.586
H -1.737 -0.353 1.288
H -1.092 0.080 -0.295
H 0.009 -0.220 1.044
C -0.990 -2.885 1.460
H -1.906 -2.651 2.009
C 0.218 -2.678 2.376
H 0.197 -1.668 2.788
H 0.160 -3.375 3.215
C 1.546 -2.891 1.637
H 2.368 -2.665 2.314
H 1.623 -3.946 1.355
H -1.040 -3.936 1.165
H 0.445 -3.445 -0.673
H 2.468 -0.588 -0.819
H 3.957 -1.482 1.710
C 5.712 0.493 1.559
C 6.939 0.779 0.689
C 6.641 1.929 -0.275
H 6.416 2.831 0.301
H 7.512 2.136 -0.903
C 5.445 1.587 -1.178
O 5.226 2.590 -2.138
H 4.975 3.400 -1.679
H 5.685 0.686 -1.756
O 7.270 -0.412 0.009
H 7.975 -0.229 -0.621
H 7.780 1.072 1.343
H 5.552 1.351 2.219
H 5.913 -0.384 2.174
H 2.236 1.682 0.176
H 2.905 2.616 -1.251

10
Properties=species:S:1:pos:R:3 method="wB97M-V/def2-TZVPD" gap_ev=10.44 smiles="[H]/N=C(/C)F.I" e_tot_ev=-14462.5997 largest_force_ev_per_a=2.68 e_lumo_ev=0.3 relative_energy_ev=0.444
C -0.172 0.237 -1.043
C 0.188 1.149 0.099
N 1.370 1.341 0.383
F -0.805 1.687 0.800
I -0.372 -3.857 0.872
H -1.188 -0.130 -0.892
H -0.144 0.926 -1.865
H 0.668 -0.582 -1.178
H 1.694 1.835 1.234
H -1.239 -2.607 1.591

18
Properties=species:S:1:pos:R:3 method="wB97M-V/def2-TZVPD" gap_ev=11.82 smiles=CC#N.CC#N.CC#N e_tot_ev=-10837.0612 largest_force_ev_per_a=0.80 e_lumo_ev=0.2 relative_energy_ev=0.566
C 0.049 -2.823 -3.629
C 1.222 -2.095 -4.131
N 2.143 -1.535 -4.524
H -0.826 -2.369 -4.089
H 0.084 -2.810 -2.542
H 0.104 -3.865 -3.942
C 0.669 -0.880 1.750
C 0.111 -1.962 0.920
N -0.342 -2.797 0.278
H 0.389 0.056 1.277
H 1.738 -1.059 1.837
H 0.257 -0.909 2.757
C -0.636 3.729 1.988
C -1.552 4.060 3.075
N -2.253 4.368 3.928
H 0.398 3.768 2.324
H -0.799 4.396 1.144
H -0.756 2.725 1.578

16
Properties=species:S:1:pos:R:3 method="wB97M-V/def2-TZVPD" gap_ev=9.83 smiles=CNC.CO e_tot_ev=-6825.9941 largest_force_ev_per_a=0.76 e_lumo_ev=1.0 relative_energy_ev=1.251
C 2.513 -0.521 0.409
O 2.984 0.343 -0.628
H 3.038 -0.222 1.316
H 2.713 -1.562 0.159
H 1.434 -0.394 0.510
C -1.097 0.968 0.464
N -1.621 -0.370 0.302
C -2.777 -0.413 -0.565
H -0.371 1.050 1.270
H -1.867 1.719 0.687
H -0.588 1.260 -0.454
H 2.719 -0.008 -1.483
H -1.809 -0.810 1.192
H -3.104 -1.442 -0.693
H -3.630 0.182 -0.208
H -2.495 -0.068 -1.558

22
Properties=species:S:1:pos:R:3 method="wB97M-V/def2-TZVPD" gap_ev=4.10 e_tot_ev=-11442.9060 largest_force_ev_per_a=3.35 e_lumo_ev=-4.2 relative_energy_ev=7.784
C 0.069 -1.471 1.840
O -0.234 2.429 0.187
C 0.319 -1.128 0.383
C -0.773 -0.296 -0.309
C -0.525 0.042 -1.774
N -1.222 1.259 -2.060
N 0.479 -2.227 -0.505
H -0.946 -1.811 2.053
H 0.456 -0.670 2.472
H -0.352 3.260 0.661
H 1.295 -0.621 0.323
H -1.673 -0.918 -0.123
H -0.819 0.642 0.260
H 0.586 0.177 -1.893
H -0.809 -0.790 -2.422
H -0.945 1.611 -2.968
H -1.014 1.945 -1.319
H 0.624 -2.412 1.981
H 2.141 1.147 1.561
H 0.619 1.441 0.943
H 1.465 -2.410 -0.724
O 1.259 0.799 1.434

21
Properties=species:S:1:pos:R:3 method="wB97M-V/def2-TZVPD" gap_ev=8.73 smiles="C/C=P/N(C)C.C" e_tot_ev=-16188.7853 largest_force_ev_per_a=2.65 e_lumo_ev=0.9 relative_energy_ev=1.637
C -2.835 0.721 2.013
C 1.208 -1.086 0.766
C 2.223 1.096 0.145
C -0.071 -0.879 -3.279
C -1.446 0.295 1.588
N 1.139 0.377 0.793
P -0.164 1.307 1.400
H -2.747 1.417 2.905
H -3.247 1.430 1.266
H -3.656 -0.062 2.161
H 0.525 -1.423 1.490
H 0.874 -1.609 -0.218
H 2.189 -1.482 0.905
H 3.219 0.732 0.603
H 2.322 0.930 -1.016
H 2.046 2.253 0.206
H 0.964 -0.856 -3.128
H -0.573 -0.132 -2.670
H -0.068 -0.394 -4.232
H -0.562 -1.866 -3.297
H -1.338 -0.767 1.600

21
Properties=species:S:1:pos:R:3 method="wB97M-V/def2-TZVPD" gap_ev=11.49 charge=+1 e_tot_ev=-9952.3732 largest_force_ev_per_a=4.51 e_lumo_ev=-2.8 relative_energy_ev=2.388
O 1.934 1.251 0.397
C 1.309 1.105 -0.797
C -0.326 0.852 -0.523
N -0.420 -0.263 0.673
C -1.036 0.339 1.845
C -1.123 0.457 -1.668
H 2.685 1.826 0.493
H 1.475 2.086 -1.383
H 1.614 0.160 -1.234
H -0.418 1.774 -0.017
H 0.577 -0.616 0.706
H -1.096 -1.002 0.291
H -0.982 -0.475 2.634
H -0.285 1.005 2.329
H -2.004 0.894 1.646
H -1.283 1.189 -2.472
H -2.186 0.332 -1.460
H -0.763 -0.516 -2.041
H -0.405 -3.903 0.386
H 0.282 -3.165 -0.744
O -0.336 -3.035 -0.019

81
Properties=species:S:1:pos:R:3 method="wB97M-V/def2-TZVPD" gap_ev=4.99 charge=+2 e_tot_ev=-129698.9190 largest_force_ev_per_a=3.12 e_lumo_ev=-7.0 relative_energy_ev=1.263
N 4.531 -6.198 -4.097
C 3.220 -6.422 -4.205
C 2.279 -5.604 -3.574
C 2.708 -4.474 -2.829
C 4.103 -4.263 -2.737
C 4.968 -5.173 -3.367
C 1.706 -3.590 -2.224
Sn -0.345 0.345 -0.333
P -1.154 4.542 -0.062
C 1.892 -2.312 -1.730
C 0.827 -1.354 -1.912
C 1.119 0.038 -2.203
C 0.358 0.621 -3.281
C -0.810 0.018 -3.742
C -1.313 -1.136 -3.078
C -0.539 -1.765 -2.095
Br -1.817 0.818 -5.099
H 0.694 -4.014 -2.282
H 2.892 -1.958 -1.421
H 1.219 -5.810 -3.695
H 4.537 -3.424 -2.198
H 2.883 -7.262 -4.817
H 6.052 -5.061 -3.302
H 2.052 0.470 -1.845
H -0.894 -2.664 -1.578
H 0.731 1.543 -3.777
H -2.233 -1.629 -3.422
P 0.598 0.324 2.302
C -1.695 3.657 -1.587
C -2.121 4.601 -2.724
H -2.528 3.014 -1.276
H -0.857 3.017 -1.891
H -2.574 4.040 -3.557
H -2.863 5.335 -2.387
H -1.263 5.138 -3.140
C 0.670 4.460 0.086
C 1.245 5.838 0.443
H 1.047 4.159 -0.899
H 0.974 3.700 0.812
H 2.333 5.843 0.347
H 0.858 6.621 -0.217
H 1.009 6.132 1.471
C -1.973 3.774 1.384
C -3.285 4.531 1.688
H -1.316 3.823 2.261
H -2.169 2.712 1.165
H -3.730 4.216 2.633
H -3.106 5.614 1.759
H -4.032 4.378 0.897
C -0.434 0.250 3.828
C 0.022 -0.293 5.192
H -1.333 -0.293 3.507
H -0.733 1.302 3.979
H -0.056 -1.384 5.269
H 1.035 -0.003 5.476
H -0.646 0.114 5.965
C 1.825 1.625 2.659
C 3.035 1.634 1.728
H 2.132 1.489 3.703
H 1.297 2.590 2.615
H 3.653 0.746 1.890
H 2.757 1.672 0.663
H 3.659 2.513 1.930
C 1.468 -1.298 2.276
C 0.589 -2.552 2.201
H 2.082 -1.300 3.191
H 2.165 -1.274 1.420
H 1.224 -3.411 1.944
H 0.106 -2.754 3.163
H -0.191 -2.467 1.430
C -3.309 -3.257 2.463
N -3.772 -2.721 1.179
C -3.174 -1.748 0.462
N -3.777 -1.479 -0.751
O -2.113 -1.162 0.818
H -2.452 -2.698 2.847
H -3.047 -4.325 2.361
H -4.131 -3.196 3.193
H -4.515 -3.228 0.702
H -3.475 -0.612 -1.164
H -4.777 -1.688 -0.803

21
Properties=species:S:1:pos:R:3 method="wB97M-V/def2-TZVPD" gap_ev=9.62 smiles=O.O.O.O.O.O.O e_tot_ev=-14559.7032 largest_force_ev_per_a=0.82 e_lumo_ev=-0.3 relative_energy_ev=1.758
O 20.197 8.425 -3.628
H 19.544 8.016 -3.026
H 20.493 9.213 -3.160
O 22.180 9.009 -5.916
H 21.436 8.594 -5.466
H 22.353 9.820 -5.411
O 20.851 5.621 -3.660
H 20.998 5.392 -2.737
H 20.305 6.427 -3.637
O 18.578 7.071 -1.750
H 19.240 7.094 -1.047
H 17.735 7.215 -1.300
O 20.080 11.882 -2.602
H 19.849 12.817 -2.545
H 20.429 11.664 -1.729
O 17.124 5.090 -3.198
H 16.477 5.581 -3.715
H 17.793 5.745 -2.943
O 22.249 11.496 -4.402
H 21.514 11.911 -3.913
H 22.806 12.229 -4.686

84
Properties=species:S:1:pos:R:3 method="wB97M-V/def2-TZVPD" gap_ev="5.99 / 6.56" charge=+1 e_tot_ev=-136216.1535 largest_force_ev_per_a=3.23 e_lumo_ev="-2.8 / -2.7" relative_energy_ev=2.474
C 1.512 2.661 4.428
C 1.098 1.341 4.138
C 1.404 1.044 2.759
H 0.700 0.612 4.848
C 2.081 2.250 2.220
C 2.142 3.209 3.303
H 2.697 4.146 3.263
H 1.465 3.130 5.412
H 1.467 0.048 2.303
H 2.668 2.277 1.297
Ga -0.041 2.215 1.599
Si 1.469 -2.537 -0.981
C 0.306 -4.117 -1.126
C -0.157 -4.483 -2.404
H 0.075 -3.866 -3.283
C -0.905 -5.648 -2.630
H -1.260 -5.889 -3.630
C -1.201 -6.511 -1.571
H -1.808 -7.402 -1.743
C -0.747 -6.173 -0.298
H -0.992 -6.824 0.548
C -0.010 -4.999 -0.072
H 0.329 -4.762 0.941
C 2.517 -2.951 -2.528
C 2.947 -4.238 -2.922
H 2.707 -5.113 -2.314
C 3.664 -4.409 -4.115
H 3.921 -5.409 -4.468
C 4.020 -3.293 -4.868
H 4.596 -3.409 -5.781
C 3.613 -2.017 -4.492
H 3.861 -1.125 -5.064
C 2.814 -1.875 -3.362
H 2.392 -0.905 -3.122
H 2.437 -2.985 0.037
Si -1.678 -1.070 -2.226
C -0.015 -0.236 -2.148
C 1.043 -0.505 -1.124
H 0.680 -0.621 -0.069
C 2.148 0.481 -1.200
H 2.811 0.574 -0.336
C 2.366 1.293 -2.290
H 3.322 1.809 -2.452
C 1.380 1.450 -3.265
H 1.515 2.173 -4.062
C 0.205 0.702 -3.166
H -0.576 0.860 -3.922
C -2.091 -1.986 -0.663
C -1.645 -1.646 0.624
H -1.075 -0.736 0.782
C -1.920 -2.455 1.724
H -1.470 -2.238 2.697
C -2.789 -3.535 1.590
H -3.063 -4.141 2.454
C -3.324 -3.837 0.333
H -4.021 -4.674 0.219
C -2.934 -3.113 -0.782
H -3.249 -3.421 -1.779
H -2.687 -0.062 -2.281
Cl -1.414 1.635 -0.046
C 0.320 4.387 -0.980
P -0.213 4.443 0.750
C 0.689 5.760 1.620
C -2.024 4.840 0.655
C -2.892 4.197 1.763
P -1.899 3.168 2.940
C -3.005 1.851 3.528
C -1.772 4.282 4.384
H 1.406 4.247 -1.045
H 0.037 5.320 -1.487
H -0.150 3.548 -1.503
H 0.590 5.655 2.710
H 1.760 5.689 1.367
H 0.296 6.743 1.314
H -2.088 5.939 0.690
H -2.349 4.476 -0.332
H -3.393 4.970 2.372
H -3.659 3.531 1.346
H -3.398 2.137 4.515
H -3.833 1.708 2.820
H -2.428 0.918 3.616
H -1.974 5.312 4.077
H -2.532 3.974 5.117
H -0.781 4.211 4.831

13
Properties=species:S:1:pos:R:3 method="wB97M-V/def2-TZVPD" gap_ev=10.14 smiles="C1=C[C@@H]2N[C@@H]2C1" e_tot_ev=-6786.9618 largest_force_ev_per_a=0.29 e_lumo_ev=1.2 relative_energy_ev=1.551
C -0.927 0.301 0.774
C 0.333 -0.391 1.252
C -0.801 0.259 -0.747
C 0.486 -0.414 -1.079
N 0.285 1.013 -1.356
C 1.101 -0.785 0.234
H -1.837 -0.198 1.127
H -0.974 1.336 1.139
H 0.570 -0.514 2.305
H -1.694 0.143 -1.355
H 0.638 -1.038 -1.956
H 0.763 1.580 -0.659
H 2.057 -1.291 0.322

33
Properties=species:S:1:pos:R:3 method="wB97M-V/def2-TZVPD" gap_ev="8.21 / 7.58" charge=+1 e_tot_ev=-85041.2004 multiplicity=5 largest_force_ev_per_a=0.99 e_lumo_ev="-2.7 / -3.4"
Fe -0.685 0.390 0.897
S -1.188 -1.724 -0.108
C 0.456 -1.487 -0.563
N 1.071 -0.386 -0.200
C 2.395 -0.367 -0.600
C 3.316 0.653 -0.370
C 4.603 0.506 -0.846
C 4.982 -0.640 -1.549
C 4.080 -1.659 -1.790
C 2.785 -1.512 -1.310
S 1.437 -2.611 -1.448
H 3.007 1.542 0.166
H 5.332 1.287 -0.678
H 5.996 -0.735 -1.913
H 4.374 -2.546 -2.334
S -1.665 2.317 -0.021
C -2.975 1.285 -0.377
N -3.279 0.812 -1.574
C -4.377 -0.151 -1.527
C -4.968 0.121 -0.135
N -3.865 0.832 0.522
H -2.657 0.895 -2.362
H -3.988 -1.168 -1.607
H -5.089 0.020 -2.331
H -5.217 -0.794 0.396
H -5.856 0.753 -0.185
H -4.007 1.318 1.392
C 1.343 0.348 3.398
O -0.009 0.644 2.976
H 1.338 -0.055 4.409
H 1.962 1.244 3.355
H 1.739 -0.398 2.715
H -0.393 1.267 3.600